Entry 1:
18
Properties=species:S:1:pos:R:3:nbo_charge:R:1 method="wB97M-V/def2-TZVPD" orbital_gap_ev=7.65 e_lumo_ev=0.7 de_lowest_kj_mol=612.88 largest_force_ev_per_a=1.099 e_homo_ev=-6.93
C -1.0956 0.5272 1.2420 -0.42
N -0.8946 0.4718 -0.2270 -0.25
N -1.3805 1.7017 -0.8164 -0.64
C 0.5759 0.0351 -0.6558 0.09
C 1.6419 0.3634 0.1103 -0.74
H -0.6096 2.3659 -0.7836 0.37
H -1.5527 1.5326 -1.8052 0.37
H 0.6337 0.0909 -1.7342 0.20
H -2.1424 0.7529 1.4406 0.22
H -0.4568 1.3057 1.6495 0.22
H -0.8273 -0.4487 1.6358 0.24
H 1.6156 0.3889 1.1901 0.20
H 2.6005 0.5286 -0.3553 0.22
N 0.7390 -2.6074 0.0710 -0.51
O -0.1053 -1.7248 -0.6095 -0.66
H -1.4472 -0.3356 -0.5499 0.46
H 1.2368 -2.0550 0.7846 0.31
H 1.4687 -2.8931 -0.5870 0.31

Entry 2:
18
Properties=species:S:1:pos:R:3:nbo_charge:R:1 method="wB97M-V/def2-TZVPD" orbital_gap_ev=9.78 e_lumo_ev=0.8 de_lowest_kj_mol=36.24 largest_force_ev_per_a=0.710 e_homo_ev=-8.96 smiles=C[C@@H](N)C(N)(N)O
C 0.1855 -1.6378 0.9229 -0.62
C 0.1737 -0.7764 -0.3365 -0.07
N -0.8366 -1.2672 -1.2536 -0.83
C -0.0464 0.7291 0.0043 0.50
N -0.1223 1.4567 -1.2481 -0.87
N 0.9942 1.1637 0.9258 -0.87
O -1.2813 0.9410 0.6292 -0.72
H -0.8059 -1.6632 1.3706 0.20
H 0.4604 -2.6540 0.6573 0.22
H 0.8963 -1.2446 1.6441 0.22
H 1.1441 -0.8577 -0.8414 0.18
H -0.8330 -0.6849 -2.0855 0.37
H -1.7501 -1.1475 -0.8236 0.36
H 0.7985 1.5992 -1.6442 0.36
H -0.5728 2.3523 -1.1034 0.37
H 0.9029 2.1551 1.1235 0.37
H 1.9183 0.9886 0.5514 0.36
H -1.2255 0.5476 1.5071 0.48

Entry 3:
19
Properties=species:S:1:pos:R:3:nbo_charge:R:1 method="wB97M-V/def2-TZVPD" orbital_gap_ev=8.17 e_lumo_ev=0.8 de_lowest_kj_mol=648.62 largest_force_ev_per_a=1.519 e_homo_ev=-7.40
C 0.8862 -0.4958 2.1560 -0.43
N -0.0533 -0.0937 1.1488 -0.50
O -1.2748 -0.9173 1.2821 -0.67
H -0.9887 -1.8298 1.0925 0.45
H -0.5803 1.1358 0.5130 0.45
H 0.5617 -0.2443 3.1747 0.17
H 1.8277 0.0168 1.9370 0.21
H 1.0964 -1.5801 2.1237 0.16
C 0.2267 -0.7445 -1.8371 -0.68
N -0.8113 1.3022 -0.6783 -0.37
C 0.4154 0.5539 -1.1212 0.49
O -2.0557 0.6598 -0.8552 -0.56
N 1.5372 1.1638 -1.0910 -0.68
H -2.0284 -0.0376 -0.1450 0.51
H -0.8635 2.2703 -0.9920 0.40
H 1.4986 2.0740 -0.6324 0.33
H 0.1641 -0.5708 -2.9152 0.24
H 1.0988 -1.3666 -1.6379 0.25
H -0.6569 -1.2962 -1.5226 0.23

Entry 4:
18
Properties=species:S:1:pos:R:3:nbo_charge:R:1 method="wB97M-V/def2-TZVPD" orbital_gap_ev=9.10 e_lumo_ev=-3.7 de_lowest_kj_mol=213.48 largest_force_ev_per_a=2.343 e_homo_ev=-12.77 charge=+1
C -0.8541 1.7640 -0.1975 0.09
C -1.0987 1.4051 -1.4809 -0.25
N -0.0659 0.5874 -2.1430 -0.67
N -1.8167 2.0569 0.7562 -0.78
H 0.1725 1.7906 0.1670 0.21
H -1.9990 1.5648 -2.0490 0.24
H 0.4947 1.0961 -2.8258 0.43
H 0.5765 0.1965 -1.4330 0.44
H -0.4743 -0.2255 -2.6266 0.45
H -2.8079 1.8472 0.4771 0.40
H -1.6025 1.6257 1.6694 0.42
N 1.7179 -2.4998 0.2103 -0.79
C 1.5006 -1.9182 1.4430 0.29
N 0.4374 -1.2000 1.7057 -0.77
H 2.6827 -2.5777 -0.0901 0.39
H 1.1089 -2.1367 -0.5066 0.36
H 2.2944 -2.1101 2.1752 0.17
H 0.3587 -1.1874 2.7507 0.36

Entry 5:
19
Properties=species:S:1:pos:R:3:nbo_charge:R:1 method="wB97M-V/def2-TZVPD" orbital_gap_ev="9.01 / 7.96" e_lumo_ev="-3.5 / -3.9" de_lowest_kj_mol=768.33 largest_force_ev_per_a=4.252 e_homo_ev="-12.54 / -11.90" charge=+1
C 1.7702 -0.1274 -0.6945 0.38
C -2.3471 -1.8458 0.0295 -0.47
C -2.7111 1.6672 -0.1481 0.08
N 0.7233 0.1182 0.0421 -0.75
N 3.0351 0.1503 -0.3578 -0.40
N -1.8540 -0.4814 -0.0624 -0.26
N 3.3828 0.5694 0.9573 -0.65
O -2.8356 0.4104 0.1421 -0.18
H -3.3447 -2.0372 -0.1959 0.22
H -1.8122 -2.3552 -0.6491 0.21
H -2.3293 -2.3907 0.9049 0.21
H 1.4979 -0.4937 -1.7328 0.24
H -1.8247 2.1758 -0.6812 0.18
H -3.4151 2.2444 0.2706 0.18
H -0.4046 -0.0706 0.0594 0.44
H 3.7765 0.2882 -1.0188 0.41
H 4.2340 0.0503 1.1101 0.38
H 3.6287 1.5294 1.1137 0.38
H 0.8300 0.5985 0.9111 0.40

Entry 6:
19
Properties=species:S:1:pos:R:3:nbo_charge:R:1 method="wB97M-V/def2-TZVPD" orbital_gap_ev=8.28 e_lumo_ev=-10.3 de_lowest_kj_mol=169.81 largest_force_ev_per_a=3.139 e_homo_ev=-18.55 charge=+2 smiles="[H]/N=N/C=[N+](/C)NC[NH3+]"
H 1.6754 -0.1099 -3.0152 0.41
N 1.1403 0.2898 -2.2302 -0.24
N 1.8497 0.6648 -1.3092 -0.02
C 1.7141 0.9380 -0.0593 0.25
N 0.9355 0.2177 0.7819 -0.09
C 1.3663 -0.0201 2.1366 -0.45
N -0.0439 -0.5714 0.2788 -0.43
C -1.3506 0.1188 -0.3008 -0.07
N -1.4287 -0.1691 -1.7344 -0.72
H 2.4119 1.6468 0.3717 0.28
H 0.4998 -0.0871 2.7968 0.26
H 1.9303 -0.9556 2.2214 0.26
H 2.0118 0.7896 2.4749 0.27
H -0.2478 -1.3834 0.8502 0.43
H -2.1992 -0.2927 0.2466 0.26
H -1.2614 1.1943 -0.1316 0.25
H -2.1250 0.4331 -2.1970 0.46
H -1.6943 -1.1476 -1.9159 0.45
H -0.4389 0.0234 -2.1590 0.44

Entry 7:
16
Properties=species:S:1:pos:R:3:mulliken_spin:R:1 method="wB97M-V/def2-TZVPD" orbital_gap_ev="2.65 / 8.47" e_lumo_ev="4.0 / 3.9" de_lowest_kj_mol=186.85 largest_force_ev_per_a=2.528 e_homo_ev="1.36 / -4.61" charge=-1 multiplicity=2
C -0.7682 1.3318 2.0400 2.22
O -0.7007 -0.0494 1.6846 -1.28
H -0.1554 1.8424 1.2707 0.12
H -0.4212 1.5956 3.0647 -0.39
H -1.7325 1.8012 1.9672 -0.41
C -0.2661 -1.5152 -1.0890 0.58
N 0.7015 -0.4505 -0.9758 -0.28
C 1.0686 0.6556 -1.8147 0.32
H -0.4382 -1.7098 -2.1552 0.08
H -1.1311 -1.5500 -0.4443 -0.13
H 0.3175 -2.4294 -0.8632 -0.13
H -0.8338 -0.7098 2.4050 0.43
H 1.4814 -0.8598 -0.4994 -0.08
H 0.3768 0.9623 -2.6875 -0.02
H 1.2138 1.5730 -1.2165 0.00
H 2.0208 0.5062 -2.3691 -0.05

Entry 8:
16
Properties=species:S:1:pos:R:3:nbo_charge:R:1 method="wB97M-V/def2-TZVPD" orbital_gap_ev=10.09 e_lumo_ev=1.0 de_lowest_kj_mol=65.30 largest_force_ev_per_a=0.803 e_homo_ev=-9.14 smiles=CN(C)C.O
C 1.3971 -0.2961 0.2521 -0.42
N -0.0560 -0.3447 0.1486 -0.46
C -0.4750 -0.5974 -1.2217 -0.43
C -0.6011 -1.3258 1.0753 -0.41
H 1.7805 0.4391 -0.4559 0.21
H 1.8808 -1.2443 -0.0069 0.17
H 1.6366 0.0604 1.2398 0.20
H -1.5307 -0.3380 -1.3921 0.21
H 0.0870 0.0554 -1.8790 0.21
H -0.3057 -1.6313 -1.5514 0.17
H -1.6594 -1.4309 0.8624 0.20
H -0.3865 -1.0250 2.0981 0.20
H -0.1698 -2.3191 0.9200 0.17
O -0.3324 2.4663 -0.2989 -0.99
H -0.2922 1.5355 0.0199 0.49
H 0.3223 3.0376 0.1011 0.47

Entry 9:
16
Properties=species:S:1:pos:R:3:nbo_charge:R:1 method="wB97M-V/def2-TZVPD" orbital_gap_ev=10.28 e_lumo_ev=1.0 de_lowest_kj_mol=114.78 largest_force_ev_per_a=1.956 e_homo_ev=-9.25 smiles=CCOC.N
C 1.6604 -0.3534 0.7274 -0.65
C 1.0029 0.5356 -0.3556 -0.06
O -0.2192 -0.0469 -0.8522 -0.56
C -0.1480 -1.4315 -1.1441 -0.25
H 2.1604 0.2638 1.4707 0.22
H 0.8420 -0.8682 1.2370 0.22
H 2.3697 -1.0283 0.2670 0.21
H 1.6797 0.5426 -1.2150 0.17
H 0.6682 1.4540 0.1112 0.20
H -0.8047 -1.6138 -1.9912 0.19
H -0.3794 -2.0802 -0.3064 0.17
H 0.8791 -1.6595 -1.4631 0.16
N -2.4751 1.4440 0.9934 -1.12
H -1.7633 0.9751 0.4490 0.39
H -2.2549 2.1297 1.6922 0.37
H -3.2178 1.7369 0.3797 0.36

Entry 10:
16
Properties=species:S:1:pos:R:3:nbo_charge:R:1 method="wB97M-V/def2-TZVPD" orbital_gap_ev=10.33 e_lumo_ev=1.0 de_lowest_kj_mol=51.86 largest_force_ev_per_a=1.394 e_homo_ev=-9.34 smiles=CC(C)N.O
C -0.1991 -0.9951 -0.6295 -0.62
C 0.4441 -1.1165 0.7607 -0.06
C 0.0005 -2.3791 1.4605 -0.62
N 1.9053 -0.9722 0.5737 -0.84
H -1.2072 -1.4003 -0.6824 0.21
H -0.1656 0.0567 -0.9266 0.22
H 0.3799 -1.4050 -1.4566 0.20
H 0.2060 -0.1920 1.2795 0.19
H 0.2087 -2.3656 2.5330 0.21
H -1.0804 -2.5110 1.4198 0.21
H 0.5179 -3.2344 1.0183 0.21
H 2.2152 -1.4479 -0.2633 0.35
H 2.4354 -1.3990 1.3406 0.35
O -1.9108 6.8374 -2.1914 -0.94
H -1.4981 6.3737 -1.4613 0.47
H -2.2519 6.1504 -2.7750 0.47

Entry 11:
16
Properties=species:S:1:pos:R:3:nbo_charge:R:1 method="wB97M-V/def2-TZVPD" orbital_gap_ev=9.74 e_lumo_ev=0.9 de_lowest_kj_mol=104.48 largest_force_ev_per_a=2.082 e_homo_ev=-8.88 smiles=CCNC.O
C 0.2184 0.8558 -2.1366 -0.62
C -0.2316 -0.0966 -1.0276 -0.22
N -1.4725 0.3611 -0.4210 -0.62
C -1.8432 -0.4554 0.7655 -0.43
H 1.2011 0.5766 -2.4839 0.21
H -0.4694 0.7888 -2.9959 0.20
H -0.0200 1.8871 -1.8676 0.21
H -0.4709 -1.0494 -1.5083 0.18
H 0.6488 -0.2255 -0.3847 0.16
H -1.3044 1.2841 -0.0425 0.34
H -1.2333 -1.3651 0.7963 0.19
H -2.8638 -0.8163 0.6306 0.20
H -1.6201 0.0040 1.7244 0.19
O 2.8791 -0.5435 2.7475 -0.95
H 3.0582 -1.3407 3.2478 0.47
H 3.5236 0.1352 2.9561 0.47

Entry 12:
17
Properties=species:S:1:pos:R:3:nbo_charge:R:1 method="wB97M-V/def2-TZVPD" orbital_gap_ev=10.51 e_lumo_ev=0.9 de_lowest_kj_mol=118.04 largest_force_ev_per_a=2.950 e_homo_ev=-9.59 smiles=NCCCO.O
N -2.8278 1.4427 -1.8378 -0.80
C -1.4667 1.1502 -1.4653 -0.21
C -1.0848 -0.2863 -1.0262 -0.45
C 0.3675 -0.6320 -0.8072 -0.07
O 0.4584 -1.6004 0.2719 -0.72
H -3.2297 0.7621 -2.4888 0.35
H -3.4117 1.0515 -1.0855 0.34
H -1.1884 1.7773 -0.6372 0.19
H -0.7325 1.3421 -2.2967 0.18
H -1.7906 -0.5463 -0.2394 0.21
H -1.3885 -1.0317 -1.7762 0.18
H 0.9208 -1.0755 -1.6472 0.18
H 0.8361 0.2661 -0.3963 0.17
H 0.3174 -2.4686 -0.1531 0.46
O 4.4079 -0.0489 5.2858 -0.95
H 4.8891 0.7470 5.0646 0.48
H 4.9235 -0.8493 5.2346 0.48

Entry 13:
17
Properties=species:S:1:pos:R:3:nbo_charge:R:1 method="wB97M-V/def2-TZVPD" orbital_gap_ev=9.94 e_lumo_ev=0.5 de_lowest_kj_mol=33.44 largest_force_ev_per_a=0.951 e_homo_ev=-9.40 smiles=C[C@H](O)CN.O
C 1.0120 1.0077 1.4564 -0.62
C 0.9550 0.3182 0.1052 0.09
O 0.0225 0.9330 -0.7497 -0.72
C 0.6844 -1.1713 0.2987 -0.24
N 0.9194 -1.9621 -0.9285 -0.83
H 0.0653 0.7920 1.9631 0.20
H 1.8561 0.6087 2.0143 0.21
H 1.0957 2.0858 1.3408 0.22
H 1.9612 0.3754 -0.3355 0.16
H -0.7773 0.3929 -0.7826 0.48
H 1.3509 -1.5549 1.0684 0.19
H -0.3343 -1.3457 0.6520 0.17
H 1.0789 -1.3245 -1.7047 0.35
H 0.0467 -2.3818 -1.2363 0.35
O -2.9626 1.0082 -0.8652 -0.94
H -3.3075 0.5837 -1.6581 0.47
H -3.6664 1.6346 -0.6382 0.48

Entry 14:
17
Properties=species:S:1:pos:R:3:nbo_charge:R:1 method="wB97M-V/def2-TZVPD" orbital_gap_ev=9.49 e_lumo_ev=0.7 de_lowest_kj_mol=181.82 largest_force_ev_per_a=5.272 e_homo_ev=-8.79 smiles=NCCCO.O
N -0.1399 -2.0864 -1.5432 -0.91
C -0.0194 -0.8806 -0.6442 -0.21
C -1.1984 -1.0342 0.4617 -0.42
C -1.0370 -0.2938 1.7570 -0.08
O -2.1139 -0.4848 2.5650 -0.69
H 0.3894 -3.0286 -1.2159 0.37
H -0.1026 -2.0369 -2.5783 0.38
H 0.9086 -1.0139 -0.1065 0.18
H -0.0450 0.0795 -1.2391 0.20
H -1.3919 -2.0595 0.7221 0.20
H -2.1963 -0.6072 0.0217 0.21
H -1.0866 0.7500 1.6637 0.17
H -0.1024 -0.4049 2.3064 0.15
H -2.0411 -1.4424 2.7948 0.45
O 3.6928 4.7538 -1.9141 -0.92
H 3.7513 5.3310 -1.2347 0.46
H 2.7325 4.4588 -1.8163 0.46

Entry 15:
17
Properties=species:S:1:pos:R:3:nbo_charge:R:1 method="wB97M-V/def2-TZVPD" orbital_gap_ev=10.47 e_lumo_ev=0.7 de_lowest_kj_mol=196.33 largest_force_ev_per_a=3.644 e_homo_ev=-9.80 smiles=NCCCO.O
N -1.5823 -0.7670 2.9949 -0.81
C -0.5111 -1.2406 2.0286 -0.24
C -0.4728 -0.4112 0.6645 -0.46
C -0.0471 -0.9925 -0.7693 -0.06
O 0.1183 0.0959 -1.6371 -0.74
H -2.0771 -0.2697 2.2385 0.34
H -1.0766 -0.1114 3.6367 0.35
H -0.8913 -2.3080 1.7532 0.18
H 0.4161 -1.4777 2.5824 0.20
H -1.4965 -0.0548 0.5859 0.19
H 0.3338 0.3974 0.7739 0.21
H 0.8991 -1.6329 -0.8513 0.19
H -0.9253 -1.5367 -1.3491 0.17
H -0.3012 0.8889 -1.2625 0.47
O 2.2586 2.7156 -2.7362 -0.92
H 1.9351 1.7915 -2.7247 0.47
H 1.4301 3.0560 -2.9043 0.45

Entry 16:
17
Properties=species:S:1:pos:R:3:mulliken_spin:R:1 method="wB97M-V/def2-TZVPD" orbital_gap_ev="10.72 / 5.47" e_lumo_ev="-3.4 / -8.6" de_lowest_kj_mol=225.88 largest_force_ev_per_a=4.795 e_homo_ev="-14.08 / -14.08" charge=+1 multiplicity=2
C 0.5811 0.4076 1.7220 0.24
O -0.7830 -0.0155 2.0090 0.10
C 1.1065 -0.4379 0.3514 0.05
C 2.6135 -0.6678 0.6663 0.06
N 0.9872 0.4873 -0.6840 0.54
H 1.0549 0.2286 2.6712 0.02
H 0.7973 1.4159 1.6229 0.00
H -1.4404 0.7023 2.0657 0.00
H 0.2544 -1.1997 0.3307 0.00
H 2.7538 -1.7934 0.8508 0.01
H 3.2550 -0.3767 -0.0779 0.00
H 2.8457 -0.2201 1.6418 0.00
H 1.4426 1.3162 -0.4215 0.00
H 0.0969 0.6802 -0.9521 0.00
H -4.1609 0.6487 -3.0837 0.00
H -3.6076 -0.7157 -3.1582 0.00
O -3.7180 0.0269 -3.6515 0.00

Entry 17:
18
Properties=species:S:1:pos:R:3:mulliken_spin:R:1 method="wB97M-V/def2-TZVPD" orbital_gap_ev="2.07 / 8.92" e_lumo_ev="3.2 / 3.2" de_lowest_kj_mol=107.66 largest_force_ev_per_a=2.921 e_homo_ev="1.14 / -5.75" charge=-1 multiplicity=2
C -0.1640 0.3702 -0.2406 0.64
C -0.7049 1.7596 -0.6502 1.21
S -2.4953 1.7338 -0.5158 0.19
N 1.2889 0.4649 -0.3889 -0.45
C 2.0605 -0.7398 -0.3494 1.17
O 2.2611 -1.0717 1.0718 -0.46
H -0.4897 0.1524 0.7753 -0.09
H -0.5937 -0.3505 -0.9527 0.19
H -0.5421 1.9237 -1.7214 -0.44
H -0.1330 2.4753 -0.0470 -0.60
H -2.7329 2.6752 0.3759 -0.04
H 1.4589 0.9583 -1.2681 -0.28
H 1.4581 -1.5893 -0.6894 0.03
H 3.0350 -0.8547 -0.8246 -0.18
H 2.1799 -0.1642 1.4009 0.09
H 0.6732 -4.2894 1.6499 -0.03
H 0.4482 -2.8334 1.6081 0.03
O 0.0607 -3.6527 1.2492 0.02

Entry 18:
18
Properties=species:S:1:pos:R:3:mulliken_spin:R:1 method="wB97M-V/def2-TZVPD" orbital_gap_ev="2.29 / 8.43" e_lumo_ev="3.1 / 3.1" de_lowest_kj_mol=0.00 largest_force_ev_per_a=0.829 e_homo_ev="0.81 / -5.38" charge=-1 multiplicity=2
C 0.6507 0.5802 -1.2458 -0.04
O 1.9457 1.1863 -1.0959 -0.17
C -0.0888 0.6944 0.0551 0.70
C -1.5180 0.2307 -0.1164 1.21
S -2.5545 0.5546 1.3583 -0.09
N 0.5773 -0.1069 1.0855 0.12
H 0.7541 -0.4671 -1.5150 0.04
H 0.0761 1.0937 -2.0352 -0.09
H 2.5553 0.7258 -1.6765 0.06
H -0.1118 1.7558 0.3323 0.14
H -1.9927 0.7107 -0.9613 -0.54
H -1.5577 -0.8423 -0.2511 -0.05
H -3.1405 1.6962 0.8952 -0.12
H 1.3002 0.4336 1.5450 0.02
H -0.1049 -0.3208 1.8117 -0.19
H 1.1796 -1.8561 0.6596 -0.02
H 0.6024 -3.2754 0.6453 -0.04
O 1.4275 -2.7935 0.5094 0.07

Entry 19:
18
Properties=species:S:1:pos:R:3:nbo_charge:R:1 method="wB97M-V/def2-TZVPD" orbital_gap_ev=9.91 e_lumo_ev=0.6 de_lowest_kj_mol=28.16 largest_force_ev_per_a=0.849 e_homo_ev=-9.29 smiles=N[C@@H](CO)CS.O
N 0.7951 -0.5522 -0.8277 -0.85
C 1.4655 -0.6691 0.4518 -0.09
C 2.3341 0.5825 0.6608 -0.06
O 2.7778 1.1807 -0.5515 -0.73
C 0.5104 -0.7581 1.6575 -0.53
S -0.4905 -2.2595 1.7810 -0.02
H 0.4301 0.3792 -0.9448 0.36
H 0.0504 -1.2078 -0.9985 0.37
H 2.1686 -1.4975 0.4732 0.20
H 1.8016 1.3502 1.2348 0.16
H 3.2517 0.3548 1.2099 0.18
H 2.4269 0.6866 -1.3001 0.48
H 1.0930 -0.7049 2.5775 0.23
H -0.1098 0.1388 1.6765 0.21
H -1.0951 -2.1009 0.5994 0.10
O -5.6892 1.8692 -2.2460 -0.94
H -5.8449 2.2753 -3.1029 0.47
H -5.8758 0.9328 -2.3510 0.47

Entry 20:
18
Properties=species:S:1:pos:R:3:mulliken_spin:R:1 method="wB97M-V/def2-TZVPD" orbital_gap_ev="11.35 / 5.49" e_lumo_ev="-3.2 / -8.5" de_lowest_kj_mol=101.66 largest_force_ev_per_a=4.162 e_homo_ev="-14.54 / -14.02" charge=+1 multiplicity=2
C -1.8157 0.2591 0.9888 0.09
O -1.8560 0.0904 2.4192 0.06
C -0.3499 0.4075 0.4708 0.03
C -0.4768 0.6945 -1.1377 0.12
S 0.9994 1.5347 -1.6323 0.28
N 0.6317 -0.7061 0.6862 0.43
H -2.2131 -0.6442 0.6829 0.00
H -2.3805 1.1287 0.5892 0.00
H -1.4455 0.7822 2.8905 0.00
H 0.0015 1.3101 0.9677 0.00
H -1.4417 1.1876 -1.2831 0.01
H -0.5248 -0.2451 -1.6449 0.00
H 0.7033 2.7963 -1.1782 0.00
H 1.5562 -0.4137 0.7811 0.00
H 0.8563 -1.2189 -0.1478 -0.01
H 2.7542 -3.0506 -0.9720 0.00
H 2.7881 -1.6092 -1.4778 0.00
O 2.2134 -2.3032 -1.0026 0.00